Record 1
Formula: C14H21N7
Source: the Open Molecules 2025 dataset
Level of theory: ωB97M-V/def2-TZVPD

- SMILES = CC#N.CC#N.CC#N.CC#N.CC#N.CC#N.CC#N
- E_tot (Eh) = -929.2659
- HOMO (eV) = -11.193
- energy relative to the best compared isomer or geometry (same formula, charge and spin) (kJ/mol) = 63.9
- HOMO-LUMO gap (eV) = 11.45

Positions of all 42 atoms, in Å:
1 N 3.47 0.19 -5.24
2 N -1.99 2.46 -1.61
3 N 1.10 0.68 3.26
4 N -5.81 -2.46 3.16
5 N 5.09 3.42 -2.99
6 N -0.25 -2.62 2.57
7 N 0.61 -0.23 -2.00
8 C 3.18 -0.83 -4.75
9 C -0.74 3.06 -3.80
10 C -0.96 -1.94 3.19
11 C -4.00 -2.68 1.25
12 C 4.01 3.02 -2.87
13 C 2.83 -2.09 -4.03
14 C -1.02 -0.22 0.11
15 C -1.45 2.74 -2.56
16 C -5.01 -2.51 2.31
17 C 1.41 0.24 5.83
18 C -0.08 -0.23 -1.11
19 C 2.67 2.44 -2.63
20 C 1.26 0.49 4.40
21 C -1.77 -1.10 4.05
22 H 2.10 -1.93 -3.23
23 H 2.23 2.27 -3.61
24 H -1.40 3.37 -4.61
25 H -0.49 0.45 0.79
26 H 0.12 3.71 -3.65
27 H -1.71 -0.05 3.77
28 H -4.50 -2.91 0.31
29 H -0.26 2.18 -4.23
30 H -1.29 -1.28 5.01
31 H -1.16 -1.20 0.57
32 H -3.54 -1.71 1.02
33 H -1.95 0.25 -0.18
34 H 2.30 -2.72 -4.75
35 H 2.32 -0.33 6.00
36 H -3.22 -3.36 1.57
37 H 2.87 1.51 -2.11
38 H 1.47 1.17 6.40
39 H 3.72 -2.63 -3.72
40 H -2.83 -1.34 3.99
41 H 0.57 -0.38 6.13
42 H 2.12 3.13 -1.98

---

Record 2
Formula: C19H34GeINO4RhSSi3
Source: the Open Molecules 2025 dataset
Level of theory: ωB97M-V/def2-TZVPD

- E_tot (Eh) = -4851.7332
- spin multiplicity = 6
- HOMO (spin up / spin down) (eV) = -7.511 / -8.918
- energy relative to the best compared isomer or geometry (same formula, charge and spin) (kJ/mol) = 18.8
- HOMO-LUMO gap (spin up / spin down) (eV) = 7.64 / 6.16

Positions of all 65 atoms, in Å:
1 I -0.71 4.52 -0.35
2 Rh 0.51 2.38 -1.12
3 Ge -1.24 0.71 -1.71
4 S 6.99 -1.17 4.35
5 Si -0.58 -1.62 -1.64
6 Si -3.32 0.95 -2.91
7 Si -2.50 0.60 0.77
8 O 1.12 2.17 -5.23
9 O 0.97 2.77 -3.17
10 O 6.74 -2.37 6.61
11 O -0.27 1.11 -3.98
12 N 0.60 2.01 -4.15
13 C 6.11 -1.72 5.82
14 C 5.65 0.88 3.12
15 C -3.06 0.15 -4.59
16 C -2.11 -2.72 -1.63
17 C -3.40 -0.98 1.18
18 C -3.71 2.77 -3.09
19 C -3.66 2.06 0.79
20 C 2.84 1.14 0.70
21 C 0.41 -2.02 -3.18
22 C 0.43 -1.94 -0.10
23 C 3.94 -0.81 1.73
24 C -4.76 0.06 -2.10
25 C -1.05 0.80 1.92
26 C 3.83 0.58 1.57
27 C 4.90 -1.34 2.57
28 C 5.75 -0.50 3.28
29 C 4.67 -1.33 6.05
30 C 2.00 1.61 -0.04
31 C 4.70 1.42 2.27
32 H -4.61 1.84 0.30
33 H -4.43 2.94 -3.89
34 H -0.25 -2.30 -4.00
35 H -0.47 -0.12 1.99
36 H 1.03 -1.19 -3.53
37 H 6.32 1.53 3.67
38 H -3.22 2.94 0.33
39 H -2.08 0.34 -5.01
40 H 1.14 -1.13 0.08
41 H -5.63 0.19 -2.75
42 H -2.93 -2.34 -1.02
43 H -4.23 -1.20 0.50
44 H -3.82 -0.85 2.19
45 H -4.58 -1.01 -2.00
46 H -3.82 0.53 -5.28
47 H 4.09 -2.25 6.17
48 H 3.27 -1.46 1.18
49 H 0.98 -2.88 -0.20
50 H -2.81 3.36 -3.31
51 H -3.20 -0.94 -4.51
52 H -1.82 -3.70 -1.21
53 H 4.99 -2.41 2.68
54 H -3.86 2.30 1.84
55 H 4.64 -0.79 6.99
56 H -2.48 -2.89 -2.64
57 H -0.37 1.61 1.63
58 H 4.24 -0.73 5.26
59 H -1.45 1.04 2.91
60 H 4.62 2.49 2.14
61 H 1.07 -2.87 -2.97
62 H -0.21 -2.02 0.78
63 H -2.73 -1.84 1.21
64 H -4.14 3.17 -2.16
65 H -5.02 0.46 -1.12

---

Record 3
Formula: C4H12NO
Source: the Open Molecules 2025 dataset
Level of theory: ωB97M-V/def2-TZVPD

- E_tot (Eh) = -289.2461
- HOMO (eV) = -13.434
- energy relative to the best compared isomer or geometry (same formula, charge and spin) (kJ/mol) = 338.0
- HOMO-LUMO gap (eV) = 9.02
- net charge = +1

Positions of all 18 atoms, in Å:
1 O -1.95 -0.88 -1.45
2 N 0.81 -0.57 -1.85
3 C -0.15 0.05 1.09
4 C 0.03 0.60 2.45
5 C 1.49 0.32 -0.80
6 C 0.73 0.86 0.15
7 H -2.51 -1.54 -1.87
8 H 1.46 -1.06 -2.39
9 H -1.17 0.04 0.98
10 H 0.10 -1.20 -1.45
11 H 0.38 0.09 -2.46
12 H 1.12 0.83 2.66
13 H 0.48 2.01 0.09
14 H 2.57 0.50 -1.12
15 H 0.09 -0.95 0.99
16 H -0.58 1.53 2.53
17 H -2.57 -0.54 -0.75
18 H -0.33 -0.11 3.17

---

Record 4
Formula: C6H7NO
Source: the Open Molecules 2025 dataset
Level of theory: ωB97M-V/def2-TZVPD

- E_tot (Eh) = -362.5821
- HOMO (eV) = -7.977
- energy relative to the best compared isomer or geometry (same formula, charge and spin) (kJ/mol) = 607.5
- HOMO-LUMO gap (eV) = 8.83

Positions of all 15 atoms, in Å:
1 O -2.51 0.46 -0.02
2 N 0.34 -1.45 -0.07
3 C -1.40 1.20 -0.41
4 C 2.03 0.66 0.40
5 C -0.87 -1.02 -0.17
6 C -0.34 0.28 -0.48
7 C 1.04 -0.26 -0.46
8 C -2.17 -0.85 0.38
9 H 3.00 0.07 0.84
10 H 0.64 -2.24 -0.74
11 H 1.21 0.90 1.27
12 H -2.87 -1.46 0.84
13 H -1.89 2.34 -0.06
14 H 2.13 1.80 0.01
15 H 1.65 -0.42 -1.33

---

Record 5
Formula: C4H14NO2
Source: the Open Molecules 2025 dataset
Level of theory: ωB97M-V/def2-TZVPD

- E_tot (Eh) = -365.7834
- HOMO (eV) = -13.870
- energy relative to the best compared isomer or geometry (same formula, charge and spin) (kJ/mol) = 124.2
- HOMO-LUMO gap (eV) = 10.65
- net charge = +1

Positions of all 21 atoms, in Å:
1 O 0.60 -0.27 2.37
2 O -1.08 2.38 -1.47
3 N -1.46 -0.49 -1.08
4 C 1.23 0.53 1.39
5 C 0.54 -1.50 -0.07
6 C 1.37 -0.22 0.02
7 C -0.94 -1.19 0.18
8 H 0.63 1.43 1.19
9 H 2.22 0.76 1.76
10 H -1.16 -0.38 0.88
11 H -1.18 -0.95 -1.94
12 H -1.06 0.46 -1.13
13 H -1.00 2.81 -2.33
14 H -2.47 -0.40 -1.20
15 H 0.61 -1.93 -1.07
16 H 0.38 0.23 3.17
17 H -0.31 2.75 -1.02
18 H 0.95 -2.14 0.71
19 H -1.53 -2.06 0.44
20 H 2.45 -0.34 -0.03
21 H 1.19 0.52 -0.77

---

Record 6
Formula: C4H10O
Source: the Open Molecules 2025 dataset
Level of theory: ωB97M-V/def2-TZVPD

- SMILES = C/C=C/OC.[H][H]
- E_tot (Eh) = -233.5651
- HOMO (eV) = -8.468
- energy relative to the best compared isomer or geometry (same formula, charge and spin) (kJ/mol) = 209.7
- HOMO-LUMO gap (eV) = 9.63

Positions of all 15 atoms, in Å:
1 O 1.46 -0.85 -0.33
2 C 2.49 -0.05 -0.87
3 C 0.44 -0.15 0.26
4 C -0.70 -0.73 0.61
5 C -1.80 0.00 1.34
6 H 2.14 0.52 -1.75
7 H -0.85 -1.78 0.37
8 H -1.56 0.62 -1.58
9 H -1.68 1.09 1.25
10 H 0.65 0.90 0.45
11 H -1.80 -0.25 2.41
12 H 2.89 0.66 -0.13
13 H -2.16 1.01 -1.78
14 H 3.28 -0.73 -1.18
15 H -2.79 -0.26 0.94

---

Record 7
Formula: C4H6O2
Source: the Open Molecules 2025 dataset
Level of theory: ωB97M-V/def2-TZVPD

- E_tot (Eh) = -306.2919
- HOMO (spin up / spin down) (eV) = -8.207 / -8.208
- energy relative to the best compared isomer or geometry (same formula, charge and spin) (kJ/mol) = 562.8
- HOMO-LUMO gap (spin up / spin down) (eV) = 7.01 / 7.01

Positions of all 12 atoms, in Å:
1 O 1.16 -1.28 -0.92
2 O 0.78 1.15 1.87
3 C 1.20 0.23 1.25
4 C -0.58 0.81 -1.17
5 C -0.66 -0.78 0.43
6 C 0.44 -0.44 -0.35
7 H -1.69 0.74 -1.25
8 H -0.36 1.72 -0.62
9 H 2.14 -0.32 1.50
10 H -0.19 0.78 -2.19
11 H -0.89 -1.82 0.32
12 H -1.26 -0.09 1.03

---

Record 8
Formula: C6H17N2OSi
Source: the Open Molecules 2025 dataset
Level of theory: ωB97M-V/def2-TZVPD

- E_tot (Eh) = -712.7037
- HOMO (spin up / spin down) (eV) = -11.112 / -11.113
- energy relative to the best compared isomer or geometry (same formula, charge and spin) (kJ/mol) = 268.0
- HOMO-LUMO gap (spin up / spin down) (eV) = 7.63 / 7.63
- net charge = +1

Positions of all 27 atoms, in Å:
1 Si -0.46 -2.21 -0.67
2 O 0.63 0.29 -1.05
3 N -2.33 0.82 -1.12
4 N -2.97 -0.24 1.03
5 C 1.07 -0.45 1.19
6 C -2.00 0.47 0.40
7 C 1.42 1.41 -0.66
8 C 2.56 -0.24 0.87
9 C 2.76 0.97 -0.05
10 C 0.36 -0.60 -0.10
11 H -1.44 1.07 -1.57
12 H -1.19 -2.71 0.48
13 H 3.45 0.72 -0.86
14 H 0.85 2.00 0.07
15 H -3.15 -1.18 0.74
16 H -1.34 -1.84 -1.79
17 H 0.70 0.41 1.76
18 H -1.77 1.42 0.87
19 H 2.94 -1.14 0.39
20 H 0.93 -1.34 1.80
21 H -3.01 1.58 -1.24
22 H 3.11 -0.10 1.80
23 H -3.74 0.22 1.49
24 H -2.69 -0.03 -1.56
25 H 1.56 2.00 -1.57
26 H 0.56 -3.14 -1.14
27 H 3.17 1.82 0.49

---

Record 9
Formula: C31H40AsAuN2O2PSSi
Source: the Open Molecules 2025 dataset
Level of theory: ωB97M-V/def2-TZVPD

- E_tot (Eh) = -4865.6094
- spin multiplicity = 3
- HOMO (spin up / spin down) (eV) = -9.814 / -10.752
- energy relative to the best compared isomer or geometry (same formula, charge and spin) (kJ/mol) = 35.5
- HOMO-LUMO gap (spin up / spin down) (eV) = 6.89 / 6.13
- net charge = +1

Positions of all 80 atoms, in Å:
1 Au 0.08 0.16 0.51
2 As 0.97 0.04 2.89
3 S -2.30 0.38 -0.70
4 P 0.54 2.41 -0.02
5 Si -0.92 -3.20 0.98
6 O 3.52 1.13 -1.49
7 O 2.87 0.44 0.57
8 N 0.16 -2.04 0.15
9 N -3.41 -1.58 -2.07
10 C -0.81 3.22 -4.33
11 C 1.19 -2.40 -0.63
12 C 0.01 2.81 -1.71
13 C -1.54 -4.40 -0.31
14 C -1.47 3.27 1.67
15 C -1.32 -0.95 -2.93
16 C -2.33 -0.77 -1.96
17 C 1.91 -1.44 -1.41
18 C 3.42 -3.13 -2.20
19 C 0.38 2.56 -4.07
20 C -1.45 -1.91 -3.90
21 C -0.25 5.68 2.29
22 C -0.25 3.60 1.09
23 C -2.37 -2.26 1.69
24 C -2.09 4.15 2.55
25 C 0.36 4.81 1.41
26 C -1.19 3.47 -1.97
27 C -0.17 -0.40 4.42
28 C 2.99 -1.80 -2.17
29 C -1.59 3.68 -3.28
30 C -1.48 5.36 2.86
31 C 1.56 1.78 3.47
32 C 2.75 -4.10 -1.44
33 C -3.57 -2.53 -3.03
34 C 3.04 1.28 -0.36
35 C -2.60 -2.73 -3.96
36 C 1.66 -3.76 -0.68
37 C 2.34 2.68 -0.09
38 C 2.54 -1.05 3.18
39 C -0.04 -4.07 2.37
40 C 0.80 2.35 -2.76
41 H -0.60 -1.40 4.35
42 H -4.49 -3.10 -3.00
43 H 4.28 -3.41 -2.79
44 H 2.57 3.36 -0.90
45 H -3.16 -2.13 0.95
46 H -2.79 -2.81 2.54
47 H 1.60 -0.40 -1.39
48 H 3.35 -0.60 2.62
49 H -0.97 0.33 4.47
50 H -0.67 -4.90 2.73
51 H -4.15 -1.43 -1.39
52 H 0.44 -0.33 5.32
53 H -3.05 3.89 2.99
54 H 2.71 3.06 0.86
55 H 2.07 1.69 4.43
56 H -2.71 -3.48 -4.72
57 H 0.13 -3.39 3.21
58 H -1.95 6.04 3.55
59 H 2.25 2.19 2.74
60 H 1.75 1.85 -2.57
61 H -1.94 2.31 1.44
62 H 1.31 5.07 0.96
63 H -2.08 -1.27 2.03
64 H -2.52 4.21 -3.48
65 H 3.10 -5.13 -1.44
66 H 1.01 2.22 -4.89
67 H -1.80 3.83 -1.15
68 H -0.46 -0.29 -2.89
69 H -1.93 -3.87 -1.18
70 H -0.76 -5.08 -0.66
71 H 0.93 -4.49 2.09
72 H 2.76 -1.07 4.25
73 H 3.53 -1.04 -2.72
74 H 0.22 6.62 2.54
75 H -0.67 -2.03 -4.64
76 H -2.35 -5.01 0.12
77 H -1.13 3.39 -5.35
78 H 2.38 -2.07 2.82
79 H 0.70 2.44 3.58
80 H 1.17 -4.51 -0.08

---

Record 10
Formula: C7H10
Source: the Open Molecules 2025 dataset
Level of theory: ωB97M-V/def2-TZVPD

- E_tot (Eh) = -272.5044
- HOMO (eV) = -7.268
- energy relative to the best compared isomer or geometry (same formula, charge and spin) (kJ/mol) = 560.8
- HOMO-LUMO gap (eV) = 7.56

Positions of all 17 atoms, in Å:
1 C 0.45 -0.70 -0.85
2 C -2.02 0.30 -0.31
3 C 0.66 1.08 0.71
4 C -0.29 0.06 0.09
5 C 1.99 0.73 0.11
6 C -1.49 -0.44 0.77
7 C 1.84 -0.26 -0.80
8 H 2.92 1.23 0.36
9 H -2.03 -0.10 -1.32
10 H 0.66 1.05 1.81
11 H 0.36 2.10 0.42
12 H -1.72 -0.09 1.77
13 H 0.03 -1.23 -1.70
14 H -2.67 1.17 -0.16
15 H -0.32 -2.26 0.05
16 H -1.01 -1.96 0.46
17 H 2.63 -0.68 -1.41

---

Record 11
Formula: C4H16BO16
Source: the Open Molecules 2025 dataset
Level of theory: ωB97M-V/def2-TZVPD

- E_tot (Eh) = -1391.0215
- HOMO (eV) = -7.642
- energy relative to the best compared isomer or geometry (same formula, charge and spin) (kJ/mol) = 157.1
- HOMO-LUMO gap (eV) = 9.83
- net charge = -1

Positions of all 37 atoms, in Å:
1 O -0.23 3.20 -6.72
2 O -2.31 0.23 -1.88
3 O -3.28 -1.55 -7.67
4 O 2.38 -5.01 -3.04
5 O 0.79 -1.14 -1.23
6 O 0.89 -1.82 3.34
7 O 1.84 -5.10 7.50
8 O 2.02 3.98 7.04
9 O -0.92 -0.07 -0.17
10 O -4.33 -0.83 2.91
11 O 5.98 3.89 2.84
12 O -0.16 -1.35 -3.24
13 O 1.35 0.43 0.66
14 O -4.83 4.55 -2.80
15 O 2.15 0.98 2.75
16 O 0.33 -1.63 1.13
17 C 1.54 0.20 1.96
18 C -1.24 -0.17 -1.40
19 C -0.14 -0.98 -2.07
20 C 0.80 -1.19 2.30
21 B 0.40 -0.56 0.09
22 H 1.91 3.51 6.21
23 H -4.19 -1.34 -7.45
24 H 6.08 3.74 1.90
25 H 1.96 -4.31 6.98
26 H -2.91 -1.86 -6.84
27 H -0.68 2.35 -6.75
28 H -3.85 -1.11 2.13
29 H -4.59 3.67 -2.52
30 H 2.87 3.71 7.37
31 H -0.54 3.65 -7.50
32 H -4.79 4.53 -3.75
33 H 5.20 3.40 3.07
34 H 2.85 -4.50 -2.38
35 H 1.58 -4.52 -3.21
36 H 0.94 -5.38 7.31
37 H -4.88 -1.58 3.13

---

Record 12
Formula: C28H33AgBIN5O5
Source: the Open Molecules 2025 dataset
Level of theory: ωB97M-V/def2-TZVPD

- E_tot (Eh) = -2206.4051
- HOMO (eV) = -4.037
- HOMO-LUMO gap (eV) = 6.17
- net charge = -1

Positions of all 74 atoms, in Å:
1 I 0.81 4.54 6.01
2 Ag -1.51 0.23 1.07
3 O 1.00 0.78 -2.59
4 O -3.36 4.05 0.37
5 O -0.65 1.70 -1.26
6 O -3.11 1.86 0.80
7 O -0.33 -0.64 -1.06
8 N 1.20 -2.85 -3.07
9 N -2.36 -2.12 1.69
10 N 0.35 -1.02 1.91
11 N -2.92 0.22 3.36
12 N 1.53 -2.02 -1.95
13 C -0.68 2.93 2.28
14 C -0.07 2.69 -2.00
15 C -1.23 -2.87 2.21
16 C 2.88 -1.84 -1.71
17 C 4.61 -0.79 -0.38
18 C 0.12 3.24 3.36
19 C -2.43 4.30 3.15
20 C 1.70 2.91 -3.63
21 C 0.41 4.82 -2.86
22 C 3.88 -2.39 -2.52
23 C -1.66 4.60 4.26
24 C 1.41 4.28 -3.65
25 C -2.87 3.10 0.98
26 C -1.97 3.44 2.16
27 C -3.37 -1.10 3.74
28 C 5.21 -2.14 -2.24
29 C -3.54 -2.02 2.54
30 C 1.07 -2.06 -4.30
31 C -0.65 -4.48 -3.56
32 C -0.38 4.07 4.36
33 C 0.55 -2.01 -0.93
34 C -0.40 -3.02 -1.47
35 C -0.15 -2.00 2.86
36 C -0.02 -3.47 -2.66
37 C -0.36 4.03 -2.01
38 C 3.27 -1.02 -0.64
39 C 0.93 2.13 -2.79
40 C 5.60 -1.35 -1.17
41 B 0.00 0.50 -1.62
42 H 3.59 -3.02 -3.35
43 H -0.55 -1.49 3.73
44 H -2.68 0.81 4.14
45 H -3.56 0.72 2.75
46 H 1.13 2.85 3.43
47 H -2.62 -1.53 4.42
48 H -0.30 2.27 1.50
49 H 1.16 -0.54 2.29
50 H 5.97 -2.59 -2.88
51 H 1.99 4.93 -4.30
52 H -2.60 -2.40 0.75
53 H 0.64 -2.69 3.21
54 H -1.28 -3.37 -0.95
55 H -1.16 4.43 -1.39
56 H -2.04 5.25 5.03
57 H 4.88 -0.15 0.46
58 H 6.64 -1.17 -0.97
59 H -1.55 -4.88 -3.10
60 H 0.25 -1.34 -4.24
61 H -0.94 -4.03 -4.52
62 H 0.64 -1.48 1.01
63 H 2.00 -1.52 -4.46
64 H 2.48 2.48 -4.24
65 H -3.42 4.73 3.04
66 H 0.92 -2.74 -5.14
67 H -4.32 -1.12 4.30
68 H 2.50 -0.56 -0.03
69 H -0.76 -3.40 1.37
70 H 0.22 5.89 -2.91
71 H -4.35 -1.64 1.91
72 H 0.03 -5.31 -3.78
73 H -3.86 -3.01 2.92
74 H -1.56 -3.63 2.94

---

Max |F| (eV Å⁻¹)
4.13; 0.71; 3.01; 11.25; 1.45; 0.36; 1.12; 2.33; 0.75; 0.36; 5.10; 0.39